# 1
109
Properties=species:S:1:pos:R:3:forces:R:3:mulliken_charge:R:1 method="wB97M-V/def2-TZVPD" energy_ha=-6894.44199 spin_multiplicity=2 orbital_gap_ev="5.82 / 2.81" homo_energy_ev="-6.8 / -6.8" de_lowest_kcal_mol=37.4
In 1.147077 0.718423 -0.744790 0.07 0.28 -1.43 1.756
C -0.160195 -2.167184 -4.324603 0.09 0.12 -0.12 -0.220
O 1.155809 -2.681134 -4.570452 0.05 -0.04 0.35 -0.485
C 2.306282 -2.254872 -3.970004 -0.31 -0.01 -0.32 -0.774
C 3.444615 -2.719784 -4.597549 -0.01 -0.03 -0.10 -0.271
C 4.737202 -2.463362 -4.126753 -0.05 -0.20 -0.26 -0.951
C 4.877988 -1.727410 -2.991189 0.11 0.12 0.22 -0.970
C 3.743107 -1.204874 -2.331534 -0.08 -0.08 -0.10 0.901
C 4.030520 -0.496742 -1.127089 0.12 0.10 0.29 -1.095
N 3.227149 0.181322 -0.382705 -0.18 0.22 0.41 0.749
N 3.778479 0.721587 0.788632 0.14 -0.12 -0.32 -1.181
C 2.876869 1.290976 1.535156 -0.52 -0.02 -0.12 0.707
O 1.596613 1.348044 1.285046 0.58 -0.12 0.21 -0.771
C 3.360404 1.912638 2.808255 -0.13 -0.02 -0.09 0.239
C 4.672526 2.364667 2.938819 -0.03 -0.03 0.06 -0.358
C 5.100874 2.927227 4.133912 0.00 -0.02 -0.05 -0.798
C 4.228288 3.031452 5.211883 -0.01 -0.02 0.00 -0.361
C 2.917771 2.591469 5.082535 -0.09 -0.06 -0.04 -0.964
C 2.481619 2.045624 3.879914 0.00 0.02 0.05 -0.047
C 2.422044 -1.425981 -2.813004 -0.31 0.37 0.28 0.626
O 1.359454 -0.910269 -2.231843 0.46 -0.01 0.36 -0.337
H -0.832451 -3.019790 -4.373659 -0.01 -0.12 -0.02 0.289
H -0.425528 -1.462741 -5.109352 0.06 0.06 -0.03 0.431
H -0.250071 -1.684241 -3.361999 0.01 0.00 0.07 -0.286
H 3.284695 -3.292516 -5.506629 0.06 0.03 0.12 0.468
H 5.601819 -2.843182 -4.659140 -0.10 0.02 0.03 0.387
H 5.864739 -1.513932 -2.586988 -0.14 -0.02 -0.01 0.368
H 5.055130 -0.551067 -0.765380 0.11 0.03 -0.01 0.429
H 5.342923 2.266777 2.094951 0.00 -0.01 0.03 0.430
H 6.120791 3.286315 4.224770 -0.08 -0.04 0.00 0.393
H 4.566874 3.455493 6.151167 -0.02 0.00 -0.09 0.399
H 2.227501 2.677845 5.916963 0.09 0.01 -0.10 0.392
H 1.452507 1.721792 3.758490 0.09 0.12 0.02 0.499
C -5.388458 -2.098520 1.310959 0.18 0.03 -0.01 -1.606
C -4.169084 -1.296614 0.912366 -0.29 -0.03 0.12 0.134
C -4.252559 0.051658 0.582386 0.15 0.06 0.10 -0.531
C -3.153562 0.789698 0.148720 0.18 -0.07 0.06 0.306
C -3.274480 2.286585 0.077417 -0.14 -0.08 -0.22 0.091
O -2.395350 2.995830 0.513640 0.26 0.04 0.04 -0.712
C -4.550690 2.900698 -0.423556 -0.03 -0.05 -0.04 0.362
C -4.916193 4.148295 0.081203 -0.02 -0.06 0.01 -0.453
C -6.105196 4.743250 -0.313016 0.08 -0.04 0.00 -0.618
C -6.928325 4.100382 -1.231310 0.02 0.03 0.04 -0.372
C -6.548430 2.878629 -1.769014 -0.01 -0.03 -0.06 -0.833
C -5.362561 2.278349 -1.368898 0.05 -0.02 -0.01 -0.070
C -1.894718 0.149305 -0.033200 -0.02 -0.05 -0.56 -0.359
O -0.913610 0.749378 -0.686868 -0.34 -0.15 0.98 -0.114
C -1.798988 -1.192227 0.409857 -0.01 0.19 -0.20 0.402
C -2.916456 -1.882490 0.866480 0.22 -0.09 0.02 -0.577
C -0.459404 -1.850876 0.462625 -0.08 -0.16 -0.25 0.103
N 0.376649 -1.527476 1.381123 -0.19 -0.32 0.60 -0.188
C -0.010969 -0.616756 2.461554 0.27 -0.07 -0.08 0.102
C -0.481267 -1.443110 3.643231 -0.25 0.04 0.13 -1.542
Te 0.922359 -3.042457 3.763073 -0.06 -0.06 -0.52 0.550
C -0.353219 -4.600173 3.175954 -0.08 0.11 0.14 0.309
C -1.620492 -4.696866 3.751601 0.03 0.08 -0.08 -0.488
C -2.482501 -5.695138 3.326379 0.04 -0.06 -0.06 -0.546
C -2.077755 -6.591599 2.341485 0.04 0.03 0.03 -0.522
C -0.801981 -6.507123 1.796913 -0.10 0.03 0.02 -0.398
C 0.070699 -5.513933 2.215845 0.08 0.10 0.08 -0.269
C -0.094403 -2.931865 -0.496985 -0.01 0.00 0.23 1.210
C 1.232984 -3.363746 -0.582146 -0.01 -0.09 0.15 -0.046
C 1.572998 -4.434677 -1.387244 0.06 -0.07 0.07 -1.088
C 0.586187 -5.108765 -2.102189 -0.07 0.01 -0.04 -0.675
C -0.727795 -4.670646 -2.045406 0.01 -0.05 0.01 -1.221
C -1.064526 -3.571081 -1.266789 0.04 0.10 0.14 -0.245
H -6.246506 -1.448155 1.480293 0.02 -0.02 0.03 0.393
H -5.207603 -2.678634 2.222156 -0.04 0.08 -0.07 0.337
H -5.658345 -2.807230 0.522424 -0.01 0.05 0.05 0.326
H -5.197383 0.566194 0.720330 0.00 -0.02 -0.10 0.490
H -4.251697 4.629252 0.788369 -0.05 0.01 -0.01 0.460
H -6.387553 5.707608 0.092911 0.00 -0.05 -0.02 0.402
H -7.864520 4.556604 -1.532160 0.06 -0.01 -0.01 0.389
H -7.177778 2.393009 -2.506168 0.06 0.03 0.03 0.391
H -5.050925 1.340187 -1.814367 -0.03 0.02 0.06 0.483
H -2.797819 -2.914648 1.191427 0.00 -0.01 -0.06 0.646
H -0.763797 0.121693 2.186032 -0.02 0.04 -0.01 0.165
H 0.889168 -0.087143 2.753392 -0.06 0.11 -0.04 0.392
H -1.465949 -1.895719 3.508618 0.09 0.00 -0.09 0.379
H -0.466723 -0.851640 4.560959 0.05 -0.19 0.01 0.697
H -1.937204 -4.008370 4.527772 0.00 0.00 -0.08 0.466
H -3.469935 -5.769914 3.763485 0.02 -0.02 -0.01 0.431
H -2.758068 -7.365016 2.004411 0.05 0.06 0.02 0.402
H -0.483506 -7.205856 1.035805 -0.01 -0.01 -0.01 0.417
H 1.064513 -5.450858 1.792652 -0.01 0.03 -0.10 0.323
H 1.994460 -2.836292 -0.020446 0.01 0.01 -0.04 0.398
H 2.607352 -4.754218 -1.460476 -0.07 0.08 -0.02 0.445
H 0.848015 -5.961856 -2.718871 -0.01 0.10 0.02 0.470
H -1.498220 -5.178341 -2.614502 0.06 0.05 -0.01 0.469
H -2.082604 -3.210410 -1.257237 -0.07 0.01 0.02 0.526
Cl -2.076213 1.071114 -4.091630 -0.02 -0.08 0.02 -0.448
Ge 0.066053 1.498166 -3.573633 0.34 0.48 0.04 1.369
Cl 1.098692 0.870345 -5.465197 -0.02 -0.19 0.10 -0.437
Cl 0.153097 3.720645 -4.107189 -0.15 -0.07 0.06 -0.463
N 3.390083 7.626695 -0.142595 -0.01 -0.18 0.03 -0.316
C 2.229947 7.244135 -0.701450 -0.19 0.19 -0.10 0.089
S 1.135755 8.342434 -1.258993 0.11 -0.24 0.07 -0.364
C 2.030891 5.763385 -0.798558 0.08 0.03 0.00 1.238
C 3.114847 4.884790 -0.772907 0.05 0.08 -0.03 -1.040
C 2.888222 3.529318 -0.848391 0.02 -0.16 -0.07 -0.725
N 1.660379 3.013182 -0.963674 -0.15 -0.07 0.05 0.249
C 0.620113 3.849209 -1.014797 0.21 -0.03 0.18 -1.001
C 0.764939 5.222022 -0.922178 -0.04 0.05 0.00 -0.792
H 3.554793 8.609536 -0.033698 0.05 0.14 0.02 0.216
H 4.003845 6.973179 0.310607 -0.02 0.03 0.04 0.178
H 4.136776 5.238604 -0.726905 -0.03 -0.06 -0.02 0.446
H 3.715230 2.830102 -0.806510 -0.06 -0.02 -0.05 0.565
H -0.355054 3.400976 -1.102237 -0.21 -0.08 -0.02 0.827
H -0.102093 5.863425 -0.958897 -0.03 0.02 -0.02 0.420



# 2
106
Properties=species:S:1:pos:R:3:forces:R:3:mulliken_charge:R:1 method="wB97M-V/def2-TZVPD" energy_ha=-3875.60566 spin_multiplicity=1 orbital_gap_ev=6.62 charge=+1 homo_energy_ev=-9.4 de_lowest_kcal_mol=0.6
Ru -0.275823 0.244514 -0.146655 0.00 -0.02 0.66 0.679
Cl -5.701334 4.842193 -1.787854 -0.01 0.01 0.00 -0.230
C -4.390613 3.936965 -1.098787 0.01 -0.02 -0.02 -0.109
C -4.004233 4.175257 0.227142 0.02 0.00 0.01 -0.788
C -2.973258 3.464156 0.780540 -0.02 0.03 0.00 -1.035
C -2.265330 2.468299 0.056155 0.12 -0.02 0.08 0.484
O -1.337832 1.804594 0.670179 -0.17 0.05 0.10 1.411
C -2.659997 2.248628 -1.293883 0.00 -0.03 -0.06 0.545
C -2.036311 1.324736 -2.199785 0.05 0.10 -0.04 -0.242
N -1.041156 0.538385 -1.956887 -0.17 -0.04 -0.23 0.610
C -0.462888 -0.242385 -2.994789 -0.01 0.01 0.05 0.192
C -0.700737 -0.113480 -4.337812 -0.02 -0.03 -0.05 -0.770
C -0.054412 -0.958819 -5.261654 -0.01 0.02 0.01 -0.995
C 0.841081 -1.900263 -4.843689 0.00 -0.01 0.01 -0.859
C 1.145950 -2.022306 -3.469014 0.01 -0.01 -0.02 0.855
C 2.114022 -2.924318 -2.968545 0.00 -0.02 -0.02 -0.833
C 2.389083 -2.931201 -1.635645 -0.02 0.01 0.00 -1.357
C 1.697739 -2.048083 -0.781478 -0.03 -0.10 -0.04 -0.042
N 0.771247 -1.215748 -1.204661 0.13 -0.11 0.05 0.426
C 0.490031 -1.189100 -2.548034 0.02 0.03 0.02 0.247
C -3.727081 3.001232 -1.838043 -0.01 0.01 0.00 -1.214
H -4.525039 4.926970 0.805627 0.00 0.00 0.00 0.475
H -2.670260 3.657625 1.801963 0.03 -0.03 0.00 0.274
H -2.454391 1.321318 -3.203199 -0.02 0.01 0.02 0.166
H -1.369718 0.645683 -4.717799 0.00 -0.01 0.00 0.420
H -0.269064 -0.842231 -6.315042 0.00 0.00 0.00 0.415
H 1.344191 -2.543547 -5.553867 0.00 0.00 0.00 0.442
H 2.630907 -3.584119 -3.654129 0.00 0.00 0.00 0.452
H 3.133268 -3.590890 -1.212803 0.00 0.00 0.00 0.530
H 1.912105 -2.010575 0.278967 0.00 -0.02 -0.07 0.563
H -4.019429 2.831013 -2.867062 0.00 0.00 0.00 0.474
S 1.287309 1.894015 -0.904338 -0.06 0.21 0.09 -0.557
C 2.385652 2.362093 0.303869 0.07 -0.04 -0.09 0.930
N 2.819131 1.475719 1.225076 0.06 -0.12 0.11 0.311
C 3.717029 1.756272 2.196905 -0.01 0.00 0.02 -0.131
C 4.252000 3.002231 2.301909 -0.01 0.00 -0.01 -0.917
C 3.844123 3.970696 1.362212 0.00 0.01 0.01 -0.260
C 2.936138 3.662841 0.387830 0.00 -0.01 -0.01 -0.993
H 2.467840 0.511202 1.183583 -0.06 0.04 -0.04 -0.292
H 3.961763 0.929181 2.848719 0.00 -0.01 0.01 0.625
H 4.972287 3.225833 3.073563 0.00 0.00 0.00 0.469
H 4.252085 4.972002 1.414327 0.00 0.00 0.00 0.420
H 2.606517 4.397457 -0.331935 0.00 -0.01 -0.01 0.458
C -0.273616 3.815389 8.551944 0.00 0.00 -0.01 -1.619
C -0.494852 2.970194 7.329394 -0.01 0.00 0.02 0.577
C -0.276565 3.482825 6.060175 0.01 0.00 -0.03 -1.172
C -0.471606 2.718158 4.914774 -0.04 0.02 0.01 0.567
C -0.080259 3.342645 3.597013 0.01 -0.02 0.00 -1.299
C -0.906386 1.392400 5.062367 -0.05 -0.03 0.08 0.403
Te -1.471971 0.513203 3.214057 -0.14 0.07 0.09 0.330
N 0.133838 -0.079764 2.247193 0.40 0.00 -0.66 1.619
C 1.223220 -0.668129 2.769462 -0.09 -0.04 0.19 -0.744
O 2.105706 -1.118142 2.016876 0.07 0.16 0.07 -0.831
C 1.502841 -0.791582 4.244635 -0.10 -0.05 0.00 0.089
C 1.814982 0.325730 5.007475 0.17 -0.02 0.00 0.623
C 2.171220 0.185802 6.343044 0.02 0.04 -0.05 -0.867
C 2.203785 -1.070828 6.924757 -0.01 -0.06 -0.02 -0.857
C 1.916341 -2.195750 6.159164 0.06 0.00 0.03 -0.771
C 1.587901 -2.058234 4.821640 -0.03 0.03 -0.05 -0.439
C -2.334717 -1.345449 3.722304 0.07 0.02 0.05 1.574
C -1.651426 -2.535061 3.527382 0.01 0.05 0.36 -0.526
C -2.279970 -3.743419 3.787113 0.03 0.07 0.40 -1.325
C -3.598141 -3.749911 4.215169 0.27 0.14 0.55 -0.952
C -4.285843 -2.555308 4.376042 0.03 0.02 0.04 -1.123
C -3.671869 -1.330790 4.133197 -0.01 -0.02 0.06 0.608
C -4.426200 -0.045791 4.349606 0.00 -0.03 0.00 -1.444
C -1.065490 0.819117 6.334785 -0.05 0.05 -0.03 1.499
C -1.350614 -0.635143 6.590362 -0.03 -0.01 -0.03 -1.482
C -0.874052 1.638308 7.440404 0.02 0.01 -0.01 -0.877
H -0.579485 4.846441 8.378128 0.00 0.00 0.00 0.405
H 0.784464 3.827741 8.821592 0.00 0.00 0.00 0.296
H -0.828562 3.429451 9.405484 0.00 0.00 0.00 0.396
H 0.058217 4.508843 5.949234 0.00 0.00 0.00 0.516
H -0.404254 4.382526 3.553590 0.00 -0.01 -0.01 0.603
H -0.458228 2.841945 2.703949 -0.04 0.02 -0.04 -0.659
H 1.011480 3.340822 3.509107 -0.01 0.00 -0.02 0.252
H 1.804048 1.310288 4.557002 -0.02 -0.01 -0.01 0.496
H 2.417401 1.064275 6.925826 0.00 0.00 0.00 0.487
H 2.470791 -1.180068 7.967692 0.00 0.00 0.00 0.444
H 1.967608 -3.181147 6.603192 0.00 0.00 0.00 0.451
H 1.412192 -2.935684 4.211244 -0.01 -0.01 0.02 0.474
H -0.630549 -2.522556 3.172917 0.04 0.01 0.02 0.384
H -1.745886 -4.674570 3.647690 0.01 -0.01 0.01 0.483
H -4.099621 -4.688309 4.411780 0.09 0.13 0.15 0.343
H -5.319991 -2.569962 4.698316 0.00 0.00 0.00 0.514
H -5.464674 -0.245048 4.607074 0.00 0.00 0.01 0.540
H -4.423727 0.583082 3.454372 0.00 0.00 -0.02 0.267
H -3.991378 0.540298 5.165343 0.01 0.01 -0.01 0.157
H -0.767855 -1.276528 5.931117 -0.03 0.02 0.00 0.121
H -2.404284 -0.884488 6.460701 -0.02 -0.01 -0.02 0.320
H -1.077616 -0.880301 7.615484 -0.02 0.01 0.00 0.508
H -1.003235 1.208313 8.427455 0.00 0.00 0.00 0.439
F -5.207028 -4.655404 0.197477 -0.02 0.01 0.04 -0.285
C -4.879104 -3.966869 1.301842 0.01 0.08 -0.20 0.813
F -4.463645 -4.854635 2.217001 -0.31 -0.41 -0.68 -0.225
F -5.992605 -3.388171 1.767280 -0.03 -0.03 0.01 -0.276
C -3.809717 -2.950643 0.991033 0.05 -0.06 -0.10 0.841
C -4.134110 -1.630895 0.745497 0.05 0.06 -0.06 -1.051
C -3.119946 -0.751899 0.400039 -0.12 0.02 -0.06 -0.676
N -1.836348 -1.118649 0.314039 0.06 -0.21 0.04 0.988
C -1.533186 -2.398894 0.575734 -0.06 0.11 -0.27 -0.836
C -2.484174 -3.344040 0.899937 -0.15 -0.01 -0.29 -1.408
H -5.153632 -1.278345 0.811051 0.00 0.00 0.00 0.600
H -3.342282 0.283099 0.184338 0.01 0.02 0.00 0.341
H -0.485444 -2.657457 0.529849 0.02 0.00 -0.03 0.534
H -2.186891 -4.364623 1.097227 -0.01 0.03 -0.05 0.589